1.
Molecular formula: F2FeH26O15P
Method: DFT, ωB97M-V with the def2-TZVPD basis set

Geometry as XYZ:
```
45
Properties=species:S:1:pos:R:3:nbo_charge:R:1
Fe -0.999 -1.086 2.164 1.763
O -0.435 -0.600 0.461 -0.643
P -0.670 0.904 -0.226 2.101
O -1.363 0.390 1.066 -0.543
F -0.675 -0.068 -1.436 -0.553
F 0.894 0.978 -0.247 -0.534
O 1.955 2.208 -2.689 -0.974
H 1.328 2.384 -3.427 0.495
H 2.719 2.620 -3.095 0.493
O 1.339 -1.865 -0.807 -0.916
H 0.691 -1.270 -0.420 0.454
H 1.388 -2.592 -0.208 0.491
O 0.862 -1.748 -3.518 -0.931
H 0.325 -2.458 -3.725 0.457
H 1.120 -1.940 -2.613 0.473
O 1.081 -1.384 2.552 -0.969
H 1.686 -1.462 1.815 0.519
H 1.568 -0.822 3.199 0.536
O -3.043 -1.063 2.553 -0.976
H -3.714 -1.585 2.075 0.536
H -3.499 -0.210 2.629 0.533
O -1.366 -2.939 1.246 -1.009
H -1.945 -3.613 1.650 0.529
H -1.670 -2.768 0.331 0.519
O -1.917 3.243 1.490 -0.951
H -1.626 3.953 0.886 0.506
H -1.361 3.239 2.259 0.469
O -1.988 -2.317 -1.186 -0.937
H -1.589 -3.088 -1.630 0.501
H -1.313 -1.629 -1.341 0.489
O -1.261 -0.203 -4.433 -0.936
H -0.521 -0.241 -3.795 0.475
H -1.736 -1.042 -4.257 0.457
O -0.822 0.359 3.638 -0.999
H -1.048 0.440 4.563 0.538
H -0.492 1.274 3.457 0.547
O 1.216 3.551 0.277 -0.979
H 1.193 4.239 -0.384 0.507
H 1.896 2.967 -0.021 0.487
O 1.514 1.739 2.539 -1.002
H 2.391 1.368 2.410 0.491
H 1.431 2.451 1.899 0.509
O 3.168 -0.246 -1.989 -0.946
H 2.461 -0.661 -1.509 0.449
H 2.819 0.615 -2.194 0.475
```

The charge is +2. The calculation puts the gap between HOMO and LUMO (spin up / spin down) at 7.20 / 4.68 eV. The HOMO energy (spin up / spin down) is -0.5660 / -0.5657 Eh. The expectation value of S² is 8.782. As for the spin multiplicity: 6.

***

2.
Molecular formula: C26H40N4O4S
Method: DFT, ωB97M-V with the def2-TZVPD basis set

Geometry as XYZ:
```
75
Properties=species:S:1:pos:R:3:nbo_charge:R:1
C 6.382 1.013 -1.628 -0.608
C 5.074 1.791 -1.706 -0.401
C 4.876 2.743 -0.527 -0.403
C 4.565 2.020 0.785 -0.217
N 3.431 1.116 0.688 -0.465
C 2.174 1.823 0.553 -0.420
C 3.404 0.170 1.795 -0.223
C 4.324 -1.033 1.556 -0.411
C 4.063 -1.696 0.199 -0.218
N 2.675 -2.038 0.028 -0.619
C 2.191 -3.279 0.144 0.671
O 2.873 -4.285 0.271 -0.663
C 0.693 -3.369 0.074 -0.315
C 0.171 -4.624 -0.004 0.147
N -1.140 -4.921 -0.062 -0.348
C -1.562 -6.299 -0.166 -0.403
C -2.066 -3.904 -0.010 0.181
C -3.447 -4.149 -0.068 -0.246
C -4.345 -3.106 -0.007 -0.154
C -3.891 -1.800 0.127 -0.339
S -5.059 -0.437 0.251 2.347
O -5.124 -0.046 1.628 -0.935
O -6.266 -0.857 -0.404 -0.945
N -4.340 0.766 -0.608 -0.706
C -4.475 0.733 -2.040 -0.420
C -3.727 1.890 0.072 -0.049
C -2.362 2.262 -0.512 -0.409
C -1.730 3.366 0.332 -0.395
C -2.634 4.594 0.373 -0.396
C -4.009 4.227 0.923 -0.398
C -4.643 3.118 0.087 -0.403
C -2.549 -1.540 0.187 -0.140
C -1.615 -2.574 0.104 -0.100
C -0.188 -2.224 0.120 0.511
O 0.172 -1.045 0.166 -0.646
H 6.412 0.386 -0.742 0.197
H 7.230 1.695 -1.596 0.200
H 6.493 0.371 -2.500 0.211
H 4.233 1.097 -1.734 0.211
H 5.065 2.371 -2.632 0.198
H 4.067 3.437 -0.762 0.199
H 5.780 3.338 -0.380 0.203
H 4.403 2.777 1.577 0.167
H 5.437 1.430 1.072 0.194
H 2.195 2.427 -0.351 0.195
H 1.362 1.104 0.461 0.222
H 1.964 2.485 1.410 0.161
H 2.381 -0.196 1.902 0.205
H 3.679 0.651 2.750 0.174
H 5.372 -0.731 1.594 0.200
H 4.155 -1.757 2.355 0.212
H 4.644 -2.618 0.115 0.227
H 4.347 -1.006 -0.598 0.204
H 2.012 -1.270 -0.015 0.435
H 0.868 -5.452 -0.024 0.244
H -2.185 -6.575 0.687 0.212
H -2.125 -6.460 -1.087 0.211
H -0.684 -6.941 -0.178 0.226
H -3.821 -5.155 -0.162 0.223
H -5.408 -3.278 -0.063 0.247
H -5.238 -0.007 -2.271 0.240
H -3.534 0.448 -2.523 0.192
H -4.798 1.700 -2.426 0.204
H -3.602 1.551 1.105 0.233
H -1.703 1.393 -0.536 0.218
H -2.489 2.617 -1.536 0.196
H -0.755 3.631 -0.084 0.211
H -1.570 2.997 1.347 0.198
H -2.180 5.368 0.995 0.209
H -2.742 4.998 -0.636 0.192
H -3.909 3.884 1.955 0.199
H -4.658 5.106 0.923 0.210
H -4.801 3.476 -0.933 0.190
H -5.609 2.831 0.504 0.221
H -2.182 -0.532 0.295 0.247
```

The charge is 0. The calculation puts the gap between HOMO and LUMO at 8.28 eV. The HOMO energy is -0.3101 Eh. As for the SMILES: CCCCN(C)CCCNC(=O)c1cn(C)c2ccc(S(=O)(=O)N(C)C3CCCCC3)cc2c1=O. The energy relative to the best compared isomer or geometry (same formula, charge and spin) is 0.94 kcal per mole.

***

3.
Molecular formula: C2H7NO
Method: DFT, ωB97M-V with the def2-TZVPD basis set

Geometry as XYZ:
```
11
Properties=species:S:1:pos:R:3:nbo_charge:R:1
C -0.931 0.659 -0.051 -0.528
C 0.191 1.281 -0.287 -0.003
N 0.748 1.450 -1.505 -0.816
H -1.535 0.102 -0.703 0.197
H -1.368 0.864 0.999 0.197
H 0.602 1.924 0.481 0.184
H 0.249 0.982 -2.279 0.391
H 1.675 1.566 -1.371 0.378
O -0.148 -2.729 1.540 -0.949
H 0.471 -3.468 1.404 0.473
H 0.289 -1.925 1.706 0.475
```

The charge is 0. The calculation puts the gap between HOMO and LUMO at 9.26 eV. The HOMO energy is -0.3046 Eh. As for the SMILES: C=CN.O. The energy relative to the best compared isomer or geometry (same formula, charge and spin) is 34.34 kcal per mole.

***

4.
Molecular formula: C15H33N3O18
Method: DFT, ωB97M-V with the def2-TZVPD basis set

Geometry as XYZ:
```
69
Properties=species:S:1:pos:R:3:nbo_charge:R:1
C -3.272 -0.719 -1.361 -0.494
N -3.143 -1.750 -0.284 0.535
O -3.529 -1.495 0.821 -0.342
O -2.571 -2.823 -0.615 -0.434
H -3.830 -1.141 -2.261 0.236
H -2.288 -0.324 -1.579 0.271
H -3.924 0.045 -0.876 0.227
C -0.388 3.228 3.868 -0.482
N 0.239 3.116 2.518 0.553
O -0.414 3.503 1.578 -0.405
O 1.376 2.789 2.436 -0.369
H 0.309 3.779 4.459 0.226
H -0.535 2.258 4.279 0.242
H -1.327 3.802 3.716 0.239
C 0.489 -1.385 0.667 -0.512
N -0.240 -0.271 1.297 0.543
O -1.141 0.163 0.598 -0.416
O 0.109 0.237 2.339 -0.377
H 1.204 -1.779 1.330 0.228
H 1.009 -0.922 -0.224 0.279
H -0.167 -2.251 0.484 0.252
C 0.068 -3.204 -2.528 -0.272
O 0.283 -2.630 -3.826 -0.502
C 0.117 -1.319 -3.989 0.996
O -0.210 -0.543 -3.116 -0.677
O 0.355 -1.029 -5.279 -0.499
C 0.370 0.373 -5.622 -0.255
H -0.782 -3.867 -2.530 0.200
H -0.228 -2.375 -1.878 0.212
H 0.969 -3.744 -2.159 0.196
H 0.688 0.417 -6.624 0.193
H 1.067 0.899 -4.996 0.215
H -0.651 0.684 -5.444 0.189
C -5.962 2.764 6.574 -0.264
O -4.867 2.867 5.644 -0.504
C -4.952 2.044 4.575 0.983
O -5.965 1.574 4.042 -0.641
O -3.679 1.993 4.109 -0.519
C -3.482 1.297 2.807 -0.259
H -5.842 1.794 7.100 0.189
H -6.951 2.899 6.136 0.203
H -5.830 3.610 7.305 0.196
H -2.655 0.644 3.042 0.197
H -3.154 2.070 2.101 0.198
H -4.363 0.798 2.499 0.219
C 3.975 -0.875 1.123 -0.257
O 4.694 -1.447 0.072 -0.476
C 4.188 -2.547 -0.440 0.988
O 3.170 -3.135 -0.088 -0.662
O 4.929 -2.852 -1.526 -0.502
C 4.721 -4.146 -2.035 -0.260
H 3.906 -1.540 1.982 0.184
H 2.940 -0.723 0.844 0.200
H 4.488 0.073 1.347 0.207
H 3.622 -4.302 -2.107 0.196
H 5.091 -4.889 -1.323 0.185
H 5.200 -4.263 -2.989 0.200
C 3.882 0.071 -3.336 -0.273
O 2.706 0.973 -3.416 -0.511
C 2.242 1.257 -2.202 1.002
O 2.438 0.620 -1.215 -0.673
O 1.410 2.271 -2.312 -0.486
C 0.557 2.438 -1.182 -0.273
H 4.534 0.388 -2.536 0.205
H 4.357 0.003 -4.326 0.205
H 3.568 -0.921 -2.942 0.197
H -0.056 3.306 -1.259 0.204
H 1.123 2.631 -0.303 0.203
H 0.003 1.530 -0.964 0.197
```

The charge is 0. The calculation puts the gap between HOMO and LUMO at 11.05 eV. The HOMO energy is -0.3976 Eh. As for the SMILES: C[N+](=O)[O-].C[N+](=O)[O-].C[N+](=O)[O-].COC(=O)OC.COC(=O)OC.COC(=O)OC.COC(=O)OC. The energy relative to the best compared isomer or geometry (same formula, charge and spin) is 5.74 kcal per mole.

***

5.
Molecular formula: C23H27N3O3S2
Method: DFT, ωB97M-V with the def2-TZVPD basis set

Geometry as XYZ:
```
58
Properties=species:S:1:pos:R:3:nbo_charge:R:1
C 4.715 1.597 2.111 -0.636
C 4.016 0.331 1.625 -0.213
N 4.466 -0.088 0.312 -0.723
C 5.805 -0.504 0.164 0.232
C 6.695 0.224 -0.615 -0.244
C 7.994 -0.223 -0.782 -0.196
C 8.419 -1.384 -0.158 -0.218
C 7.536 -2.103 0.631 -0.201
C 6.232 -1.673 0.787 -0.256
S 3.719 0.690 -0.971 2.321
O 4.253 0.152 -2.184 -0.923
O 3.708 2.118 -0.804 -0.945
C 2.047 0.077 -0.757 -0.322
C 1.006 0.958 -0.537 -0.199
C -0.279 0.466 -0.378 -0.160
C -0.507 -0.905 -0.446 -0.123
C -1.891 -1.463 -0.320 0.667
O -2.295 -2.369 -1.021 -0.619
N -2.630 -0.898 0.663 -0.595
C -4.053 -1.096 0.759 -0.236
C -4.801 0.232 0.528 -0.090
C -6.277 0.010 0.387 -0.214
C -7.274 0.825 0.834 -0.252
C -8.565 0.374 0.482 -0.258
C -8.534 -0.779 -0.232 -0.409
S -6.929 -1.337 -0.491 0.438
N -4.186 0.967 -0.579 -0.444
C -4.575 2.362 -0.601 -0.410
C -4.360 0.361 -1.886 -0.435
C 0.548 -1.776 -0.704 -0.163
C 1.832 -1.285 -0.853 -0.183
H 4.322 1.893 3.080 0.212
H 5.785 1.422 2.202 0.212
H 4.550 2.398 1.396 0.234
H 2.940 0.502 1.543 0.210
H 4.183 -0.491 2.327 0.205
H 6.356 1.132 -1.088 0.229
H 8.679 0.344 -1.394 0.217
H 9.435 -1.727 -0.284 0.215
H 7.862 -3.010 1.119 0.215
H 5.538 -2.241 1.389 0.215
H 1.222 2.015 -0.497 0.245
H -1.105 1.149 -0.240 0.220
H -2.252 -0.106 1.159 0.397
H -4.322 -1.841 0.008 0.237
H -4.319 -1.487 1.747 0.209
H -4.647 0.863 1.415 0.205
H -7.094 1.718 1.407 0.221
H -9.471 0.886 0.752 0.225
H -9.354 -1.343 -0.627 0.237
H -4.365 2.815 0.367 0.193
H -3.983 2.873 -1.359 0.203
H -5.640 2.510 -0.835 0.174
H -5.393 0.426 -2.255 0.176
H -4.059 -0.682 -1.862 0.218
H -3.712 0.884 -2.590 0.205
H 0.341 -2.832 -0.789 0.238
H 2.671 -1.932 -1.054 0.240
```

The charge is 0. The calculation puts the gap between HOMO and LUMO at 8.97 eV. The HOMO energy is -0.3209 Eh. As for the SMILES: CCN(c1ccccc1)S(=O)(=O)c1ccc(C(=O)NC[C@H](c2cccs2)N(C)C)cc1. The energy relative to the best compared isomer or geometry (same formula, charge and spin) is 29.09 kcal per mole.

***

6.
Molecular formula: C7H13N2OS
Method: DFT, ωB97M-V with the def2-TZVPD basis set

Geometry as XYZ:
```
24
Properties=species:S:1:pos:R:3:nbo_charge:R:1
C 2.096 -0.808 -0.151 0.338
C -0.279 2.093 0.271 -0.412
C -1.022 0.981 1.134 -0.440
C 0.033 -0.051 -0.914 -0.068
C 0.745 1.312 -0.587 -0.323
C -1.185 -0.072 0.018 0.246
C -1.731 -1.351 0.662 -0.619
N 0.991 -1.119 -0.867 -0.544
N 3.215 -1.562 -0.098 -0.725
O -2.234 0.300 -0.934 -0.766
S 2.217 0.814 0.328 0.393
H -1.024 2.407 -0.418 0.237
H 0.146 2.861 0.880 0.235
H -0.407 0.754 2.072 0.232
H -1.891 1.473 1.532 0.244
H -0.168 -0.002 -1.935 0.256
H 1.072 1.851 -1.524 0.260
H -1.942 -2.172 -0.012 0.225
H -2.707 -1.094 1.122 0.235
H -1.029 -1.728 1.374 0.208
H 1.098 -1.959 -1.470 0.442
H 3.292 -2.492 -0.382 0.426
H 3.825 -1.142 0.539 0.419
H -3.110 0.704 -0.640 0.502
```

The charge is +1. The calculation puts the gap between HOMO and LUMO at 10.06 eV. The HOMO energy is -0.5013 Eh. The energy relative to the best compared isomer or geometry (same formula, charge and spin) is 7.99 kcal per mole.